Molecular formula: C4H10NO2
Method: DFT, ωB97M-V/def2-TZVPD

Element x y z (Å)
C -1.45 0.13 -0.28
C -2.26 1.16 -0.94
C 0.92 -1.61 1.96
C 1.88 0.59 -1.05
N -0.21 0.10 -0.12
O 0.63 -1.55 0.66
O 0.67 1.01 -0.33
H -2.14 -0.57 0.19
H -3.43 1.09 -0.88
H -2.15 1.20 -2.03
H -2.04 2.09 -0.45
H 0.08 -1.59 2.66
H 1.74 -0.98 2.37
H 1.22 -2.66 2.00
H 2.54 0.07 -0.26
H 2.46 1.40 -1.41
H 1.54 0.12 -2.08

Properties
LUMO energy (alpha / beta) in eV: -6.57 / -5.74
Maximum force in Eh/bohr: 0.05852
Net charge: +1
Energy relative to the best compared isomer or geometry (same formula, charge and spin) in eV: 8.363
Total energy in Eh: -363.12834

Atomic partial charges in e from the natural (NBO) method, atoms 1 to 2:
1. C 0.17
2. C -0.72

Molecular formula: C6H4BrFOS
Method: DFT, ωB97M-V/def2-TZVPD

Element x y z (Å)
C 1.74 -0.57 0.01
C 2.65 0.40 -0.09
C 0.41 1.39 0.20
C 0.42 -0.04 0.20
C -0.67 -0.97 0.46
C -2.51 -0.37 -0.55
O -0.60 -2.03 0.93
F -3.27 -1.47 -0.40
S 1.95 2.06 -0.12
Br -3.18 1.17 0.23
H 2.03 -1.59 0.11
H 3.66 0.32 0.30
H -0.39 2.06 0.41
H -2.25 -0.37 -1.68

Properties
LUMO energy in eV: -0.05
Maximum force in Eh/bohr: 0.09715
Net charge: 0
Energy relative to the best compared isomer or geometry (same formula, charge and spin) in eV: 0.000
Total energy in Eh: -3378.22859

Atomic partial charges in e from the natural (NBO) method, atoms 1 to 2:
1. C -0.22
2. C -0.37

Molecular formula: C32H41Cl2Ge2InN3O6S2
Method: DFT, ωB97M-V/def2-TZVPD

Element x y z (Å)
In -0.40 -0.03 0.73
Cl 1.72 -2.11 0.05
C 1.56 -3.23 1.37
C 2.62 -4.11 1.55
C 2.58 -5.05 2.56
C 1.47 -5.10 3.38
C 0.43 -4.21 3.19
Cl -0.92 -4.35 4.28
C 0.42 -3.23 2.19
S -0.96 -2.15 2.07
H 3.47 -4.04 0.89
H 3.40 -5.74 2.70
H 1.40 -5.83 4.18
C -1.15 4.67 -3.34
C -0.61 4.11 -2.02
Ge 0.60 2.60 -2.26
C 2.37 3.08 -2.94
C 2.46 3.32 -4.45
C -0.15 1.26 -3.44
C -0.76 0.08 -3.30
Ge -1.39 -0.71 -1.58
C -1.24 -2.69 -1.71
C -2.30 -3.46 -2.51
C -3.26 -0.16 -1.22
C -4.36 -0.30 -2.27
C -0.97 -0.70 -4.55
C 0.13 -1.03 -5.34
C -0.03 -1.72 -6.53
C -1.29 -2.09 -6.97
C -2.40 -1.76 -6.19
C -2.24 -1.09 -4.99
H -1.85 5.49 -3.16
H -1.68 3.90 -3.91
H -0.35 5.06 -3.97
H -1.43 3.75 -1.39
H -0.09 4.86 -1.43
H 3.03 2.26 -2.64
H 2.70 3.96 -2.39
H 2.16 2.44 -5.02
H 3.48 3.57 -4.75
H 1.82 4.15 -4.76
H 0.05 1.57 -4.47
H -1.25 -3.02 -0.67
H -0.24 -2.91 -2.09
H -3.31 -3.22 -2.17
H -2.16 -4.54 -2.37
H -2.25 -3.26 -3.57
H -3.20 0.88 -0.89
H -3.53 -0.72 -0.32
H -4.20 0.38 -3.11
H -5.34 -0.05 -1.85
H -4.43 -1.31 -2.67
H 1.12 -0.75 -5.00
H 0.84 -1.98 -7.12
H -1.42 -2.62 -7.90
H -3.39 -2.04 -6.52
H -3.10 -0.85 -4.39
N 3.36 0.93 -0.04
N 3.02 2.23 0.37
C 1.77 2.73 0.14
O 1.44 3.83 0.52
O 0.98 1.93 -0.61
H 3.24 0.27 0.73
H 4.34 0.94 -0.30
H 3.40 2.56 1.25
C -0.31 -0.64 8.70
C 0.22 -0.29 7.33
C 0.29 -1.25 6.33
C 0.78 -0.94 5.07
C 1.20 0.36 4.81
C 1.15 1.33 5.80
C 0.65 1.00 7.05
S 1.79 0.78 3.19
O 2.40 -0.42 2.63
O 2.65 1.92 3.40
N 0.54 1.13 2.30
C -0.28 2.25 2.75
C -1.68 2.27 2.11
O -2.43 3.18 2.41
O -1.96 1.31 1.28
H -0.79 -1.62 8.70
H -1.03 0.10 9.04
H 0.50 -0.67 9.44
H -0.05 -2.26 6.53
H 0.83 -1.68 4.30
H 1.50 2.33 5.58
H 0.60 1.76 7.82
H 0.19 3.21 2.54
H -0.47 2.20 3.83

Properties
LUMO energy in eV: 2.39
Maximum force in Eh/bohr: 0.00690
Net charge: -1
Energy relative to the best compared isomer or geometry (same formula, charge and spin) in eV: 0.000
Total energy in Eh: -7920.60192

Atomic partial charges in e from the Löwdin method, atoms 1 to 2:
1. In 0.50
2. Cl 0.74

Molecular formula: C9H9O5
Method: DFT, ωB97M-V/def2-TZVPD

Element x y z (Å)
O 3.08 1.38 -0.44
C 2.62 0.57 0.36
O 2.31 0.71 1.56
C 2.36 -0.91 -0.16
O 1.90 -1.67 0.92
C 1.36 -0.88 -1.34
C 0.04 -0.33 -0.89
C -0.15 1.05 -0.82
C -1.34 1.57 -0.34
C -2.35 0.72 0.06
O -3.57 1.19 0.55
C -2.18 -0.66 -0.02
O -3.20 -1.50 0.37
C -0.98 -1.17 -0.49
H 3.31 -1.33 -0.53
H 1.84 -0.96 1.62
H 1.80 -0.25 -2.11
H 1.23 -1.90 -1.73
H 0.65 1.71 -1.11
H -1.47 2.64 -0.27
H -3.50 2.15 0.63
H -3.90 -0.94 0.70
H -0.85 -2.24 -0.52

Properties
LUMO energy in eV: 2.81
Maximum force in Eh/bohr: 0.02284
Net charge: -1
Energy relative to the best compared isomer or geometry (same formula, charge and spin) in eV: 0.000
Total energy in Eh: -724.64809

Atomic partial charges in e from the natural (NBO) method, atoms 1 to 2:
1. O -0.77
2. C 0.75

Look up the total energy of the first one. -363.12834 Eh

Which of these has the highest energy relative to the best compared isomer or geometry (same formula, charge and spin)? C4H10NO2

Number 2 is which compound? C6H4BrFOS